This record from the Open Molecules 2025 dataset describes a molecular structure, C24H41F3P2Ru. The level of theory is ωB97M-V with the def2-TZVPD basis set.

Atoms and positions in Å:
F (-1.674, 1.106, 1.873)
P (-2.013, -0.122, -1.405)
H (-2.443, -2.958, 3.059)
H (3.064, -1.365, 1.614)
C (1.220, 0.092, 5.041)
H (1.680, 2.002, -4.540)
H (2.710, 2.822, -0.845)
C (0.279, -1.528, 1.793)
H (3.934, 2.608, 0.499)
H (-0.666, 1.644, -4.921)
H (0.384, -1.708, -4.237)
F (0.371, 1.719, 2.333)
H (1.328, 3.148, -3.265)
H (0.947, -3.478, 1.978)
H (3.098, -1.741, 3.348)
H (3.182, -0.042, 2.801)
C (0.037, -0.702, -3.972)
C (0.581, -0.506, 3.856)
H (1.372, -0.647, 5.836)
C (0.786, -0.254, -2.611)
C (-1.439, -0.758, -3.819)
H (-1.930, -0.914, -4.783)
H (-2.799, -0.559, 4.414)
H (0.537, 1.729, -1.616)
H (-1.126, -1.846, -0.134)
H (-3.115, -1.517, 2.311)
H (3.179, -1.362, -0.967)
C (-0.946, 1.723, -1.522)
C (2.898, 2.418, 0.174)
H (4.484, -0.724, 0.077)
C (-2.044, 0.406, -3.111)
C (1.307, 1.128, -2.510)
H (-2.266, -2.726, 1.332)
H (-1.391, 2.421, -0.838)
C (0.716, -2.783, 1.159)
H (-3.066, 1.060, 0.228)
H (-2.135, 2.522, -2.823)
C (-0.500, 1.566, 1.289)
C (-0.794, -0.809, 3.723)
H (4.135, 0.090, -1.515)
C (-1.343, 1.748, -2.922)
P (2.502, 0.637, 0.303)
H (-1.618, -2.550, -1.685)
C (-1.885, -1.797, -0.951)
H (2.345, 1.170, -2.292)
C (-0.986, -1.513, 2.517)
C (-2.261, -2.208, 2.277)
H (-0.043, -3.255, 0.534)
C (3.696, -0.433, -0.647)
H (-3.083, 0.551, -3.320)
H (2.191, 0.526, 4.799)
H (-1.711, -1.675, -3.262)
C (-3.409, 0.690, -0.748)
H (1.611, -1.017, -2.489)
C (2.718, -1.021, 2.600)
C (1.057, 2.150, -3.653)
H (2.211, 2.940, 0.874)
H (-1.593, 0.450, 5.239)
H (1.623, -2.663, 0.568)
H (-2.901, -1.974, -0.551)
C (-0.391, 2.216, -4.035)
C (1.253, -0.931, 2.701)
F (-0.778, 2.838, 0.916)
H (0.584, 0.875, 5.451)
H (0.275, -0.053, -4.841)
C (-1.776, -0.540, 4.801)
H (-0.686, 3.233, -4.298)
Ru (0.181, 0.367, -0.825)
H (-3.841, 1.506, -1.350)
H (-4.109, -0.148, -0.638)
H (-1.715, -1.274, 5.621)

Summary:
Gap between HOMO and LUMO (spin up / spin down): 6.33 / 5.07 eV
⟨S²⟩: 8.767
Energy relative to the best compared isomer or geometry (same formula, charge and spin): 112.5 kcal per mole
Spin multiplicity: 6
Total charge: +1

Charges in e, computed with Mulliken, in the same order as the atoms:
1. F -0.2788
2. P 1.1367
3. H 0.3701
4. H 0.3477
5. C -1.9769
6. H 0.4747
7. H 0.2451
8. C 1.8964
9. H 0.4733
10. H 0.3232
11. H 0.5201
12. F -0.1823
13. H 0.3446
14. H 0.4827
15. H 0.4195
16. H 0.5968
17. C -1.4590
18. C -0.0344
19. H 0.3513
20. C 0.5467
21. C -1.1176
22. H 0.4254
23. H 0.3988
24. H 0.6601
25. H -1.0977
26. H 0.5165
27. H 0.2446
28. C -1.3769
29. C -1.0656
30. H 0.5352
31. C -0.7012
32. C -1.0336
33. H 0.4944
34. H 1.5823
35. C -1.6821
36. H 0.2298
37. H 0.9298
38. C -0.1391
39. C 1.1623
40. H 0.4578
41. C -0.1681
42. P 0.8088
43. H 0.6279
44. C -0.3115
45. H 0.9080
46. C 1.3217
47. C -2.1228
48. H 0.4308
49. C -1.3118
50. H 0.8846
51. H 0.4332
52. H 0.4497
53. C -1.3656
54. H 0.2364
55. C -2.0203
56. C -1.1608
57. H 0.2769
58. H 0.4536
59. H 0.2364
60. H 0.5205
61. C -1.6309
62. C 0.0490
63. F -0.3299
64. H 0.4130
65. H 0.3093
66. C -2.1169
67. H 0.4832
68. Ru -0.6343
69. H 0.4338
70. H 0.5448
71. H 0.3301

This record from the Open Molecules 2025 dataset describes a molecular structure, C30H32ClLaN3SSi2. The level of theory is ωB97M-V with the def2-TZVPD basis set.

Atoms and positions in Å:
C (1.465, -1.973, 1.220)
C (-1.242, 4.058, -3.996)
H (-0.051, 2.352, -3.383)
H (1.082, -3.633, -5.422)
C (0.822, -3.317, -6.434)
C (0.138, -2.643, -9.041)
H (-1.247, -1.254, -8.145)
N (0.938, -0.828, 1.683)
H (-2.351, 1.023, -6.593)
C (0.968, 1.866, -8.447)
C (-2.700, 0.110, -1.576)
C (0.705, 3.253, -5.207)
Si (1.993, 2.003, -5.752)
C (-2.119, -1.957, -0.704)
C (1.382, -3.998, -7.530)
H (3.127, 2.803, -5.912)
Cl (1.496, 1.557, -1.548)
S (1.332, -2.482, -0.386)
H (-2.842, -0.622, -3.695)
H (-1.909, -2.754, 0.010)
H (0.941, -0.629, 2.687)
C (-0.279, 5.435, -5.710)
C (-2.645, -0.832, -2.646)
H (1.877, 2.015, -9.024)
H (2.603, -3.551, 1.930)
H (-2.978, 1.164, -1.649)
H (-2.417, -0.171, 0.632)
H (-0.236, 3.211, -9.610)
H (-1.676, -0.910, -4.849)
H (0.958, 0.820, 0.536)
H (-0.483, 0.488, 1.308)
H (2.158, -2.376, 3.124)
C (-0.005, -2.199, -6.640)
C (2.404, 0.482, -4.747)
H (2.080, -4.807, -7.344)
C (1.061, 1.004, -7.263)
C (2.754, -2.142, -3.650)
C (-1.310, 5.198, -4.799)
H (1.857, 0.240, -7.349)
C (-2.373, -0.591, -0.373)
N (2.131, -2.686, 2.161)
H (-2.013, 3.889, -3.244)
H (-0.259, 6.369, -6.273)
C (0.709, 4.464, -5.924)
Si (-0.345, -0.789, -5.386)
H (1.616, -4.095, -9.698)
C (-0.471, -2.002, -7.954)
C (1.454, -1.671, -3.799)
H (-2.157, -3.043, -2.678)
H (-0.128, -2.344, -10.047)
H (4.807, -1.594, -3.446)
H (0.618, -2.374, -3.632)
H (2.877, -3.191, -3.375)
C (-0.197, 3.132, -4.140)
H (1.508, 4.639, -6.647)
C (-0.242, 0.614, -6.639)
H (4.435, 0.778, -4.161)
C (3.612, 0.064, -4.209)
C (3.818, -1.259, -3.757)
H (-2.132, 5.915, -4.718)
C (1.108, -3.629, -8.848)
C (-1.394, 1.248, -7.070)
La (-0.125, -0.559, -2.004)
H (-2.342, 2.686, -8.390)
C (-0.214, 2.480, -8.794)
N (0.293, 0.070, 0.791)
C (-1.408, 2.184, -8.118)
C (-2.275, -2.112, -2.115)
C (1.177, -0.342, -4.358)
H (0.628, 0.471, -3.772)

Summary:
Gap between HOMO and LUMO (spin up / spin down): 5.24 / 4.02 eV
Energy relative to the best compared isomer or geometry (same formula, charge and spin): 53.8 kcal per mole
Spin multiplicity: 1
Total charge: +1

Charges in e, computed with natural (NBO), in the same order as the atoms:
1. C 0.3358
2. C -0.2038
3. H 0.2110
4. H 0.2110
5. C -0.2076
6. C -0.2037
7. H 0.2117
8. N -0.4344
9. H 0.2147
10. C -0.0750
11. C -0.3725
12. C -0.5086
13. Si 1.4462
14. C -0.3318
15. C -0.2109
16. H -0.1611
17. Cl -0.6318
18. S -0.2069
19. H 0.2394
20. H 0.2510
21. H 0.3955
22. C -0.2259
23. C -0.4111
24. H 0.2326
25. H 0.4327
26. H 0.2501
27. H 0.2274
28. H 0.2386
29. H -0.1351
30. H 0.4213
31. H 0.3840
32. H 0.4006
33. C -0.3843
34. C -0.5253
35. H 0.2200
36. C -0.6060
37. C -0.1045
38. C -0.2007
39. H 0.3013
40. C -0.3334
41. N -0.7692
42. H 0.2141
43. H 0.2236
44. C -0.1410
45. Si 1.3941
46. H 0.2286
47. C -0.2273
48. C -0.4733
49. H 0.2525
50. H 0.2190
51. H 0.2295
52. H 0.1935
53. H 0.2301
54. C -0.1967
55. H 0.2063
56. C -0.3282
57. H 0.2284
58. C -0.0965
59. C -0.3458
60. H 0.2265
61. C -0.1991
62. C -0.1806
63. La 1.7028
64. H 0.2349
65. C -0.2468
66. N -0.6517
67. C -0.1160
68. C -0.3999
69. C -0.7187
70. H 0.1564

This record from the Open Molecules 2025 dataset describes 5 unconnected molecules or ions with the total composition C37H34F5NO18P. The level of theory is ωB97M-V with the def2-TZVPD basis set.

Atoms and positions in Å:
C (0.529, -3.301, -0.901)
C (0.963, -4.035, -2.292)
O (1.360, 1.544, 2.530)
C (5.407, -0.751, -5.105)
O (8.760, -1.198, -3.494)
H (1.686, -4.893, -2.090)
H (-2.121, -0.760, -2.989)
H (1.056, -4.793, 0.675)
C (-3.037, -1.209, -1.005)
H (1.763, 1.000, 0.834)
F (2.740, 1.963, -2.045)
H (-0.316, 10.756, 6.049)
F (-0.498, 0.764, -0.970)
H (-5.768, -8.870, -4.270)
C (-0.890, 8.892, 6.882)
H (7.005, -1.601, -1.580)
O (-1.568, 6.960, 8.013)
C (0.780, 2.001, 4.762)
H (5.020, -0.524, -6.088)
C (0.668, 3.756, 2.936)
H (-5.097, -7.389, -8.415)
C (-0.750, 10.946, 8.178)
H (0.018, -1.142, 0.717)
C (-1.914, -4.019, 1.782)
C (-1.421, 8.885, 9.362)
C (-4.927, -5.416, -6.018)
O (-0.416, 5.094, 6.038)
H (1.191, 3.256, 1.216)
H (-3.618, -1.763, -3.082)
O (-0.779, 8.187, 5.737)
H (2.907, -1.134, -3.292)
C (-5.082, -5.481, -4.562)
O (-0.287, -4.414, -2.889)
C (-2.665, -1.624, -2.490)
H (-1.716, 8.329, 10.241)
O (0.155, 2.605, 6.940)
C (1.382, 2.132, -1.763)
C (-5.079, -6.511, -6.765)
O (0.868, 4.073, 1.643)
C (1.712, 0.204, 0.032)
O (3.265, -0.940, -4.183)
C (0.968, 2.352, 3.354)
H (-2.857, -3.902, 2.369)
C (0.161, -4.552, 0.022)
F (1.217, 3.153, -0.844)
C (0.333, 2.909, 5.635)
H (2.344, -3.031, 0.457)
H (-0.174, 3.425, 7.356)
C (7.413, -1.134, -3.606)
C (5.160, -1.288, -2.704)
F (0.692, 2.390, -2.945)
H (1.017, 0.988, 5.057)
H (-0.006, 5.680, 3.522)
H (-1.022, 7.264, 5.969)
C (6.616, -1.360, -2.560)
H (-0.998, 11.812, 10.321)
O (-5.503, -6.852, -2.607)
C (-1.154, 10.193, 9.404)
H (-4.687, -4.453, -6.449)
H (-2.474, -3.665, -3.528)
O (-5.560, -8.806, -6.876)
C (-3.188, -0.663, 0.084)
H (-0.033, -5.482, -0.600)
O (-0.533, 12.143, 8.256)
C (0.217, 4.662, 3.811)
C (-1.060, -4.307, 0.962)
O (-4.968, -4.507, -3.848)
H (1.561, -1.260, 1.661)
H (2.360, -2.059, -1.074)
H (-5.347, -5.935, -2.302)
C (1.675, -2.429, -0.226)
C (6.859, -0.800, -4.952)
O (-4.937, -6.474, -8.113)
N (-0.777, -2.338, -3.995)
C (-0.626, 10.203, 6.924)
H (-0.632, -3.066, -4.697)
H (9.104, -0.996, -4.386)
O (4.402, -1.472, -1.771)
H (1.512, -3.175, -2.813)
C (-1.321, 8.146, 8.101)
O (-0.532, -2.434, -1.342)
O (7.626, -0.583, -5.877)
P (-1.503, -3.174, -2.565)
F (1.163, -0.194, -2.270)
C (-5.412, -7.832, -6.155)
C (-5.388, -6.808, -3.950)
C (4.604, -0.979, -4.058)
H (0.082, -1.825, -3.777)
H (-2.221, -3.944, -1.582)
H (2.740, -0.031, -0.395)
C (1.138, -1.187, 0.604)
C (-5.544, -7.904, -4.701)
C (0.863, 0.715, -1.222)
C (0.008, 4.302, 5.211)
O (-1.237, 10.894, 10.557)
H (-3.421, 0.090, 0.878)

Summary:
Gap between HOMO and LUMO: 4.10 eV
Spin multiplicity: 1
Total charge: -1

Charges in e, computed with Mulliken, in the same order as the atoms:
1. C 0.4863
2. C -0.6798
3. O -0.4092
4. C -0.7720
5. O -0.5857
6. H 0.3714
7. H 0.2234
8. H 0.3864
9. C -0.0672
10. H 0.0989
11. F -0.2432
12. H 0.4335
13. F -0.2257
14. H 0.4019
15. C 0.3354
16. H 0.4471
17. O -0.5341
18. C -1.0885
19. H 0.4732
20. C 0.1034
21. H 0.3406
22. C 0.9477
23. H 0.2512
24. C 0.0013
25. C -1.0069
26. C -0.9312
27. O -0.5106
28. H 0.2562
29. H 0.3063
30. O -0.5135
31. H 0.1901
32. C 0.9382
33. O -0.6744
34. C -0.7714
35. H 0.4136
36. O -0.6024
37. C 0.3816
38. C 0.4505
39. O -0.6112
40. C -0.5252
41. O -0.5800
42. C 0.8398
43. H 0.3782
44. C -0.8988
45. F -0.2533
46. C 0.2070
47. H 0.6783
48. H 0.3290
49. C 0.3421
50. C 0.6397
51. F -0.2276
52. H 0.4564
53. H 0.5262
54. H 0.2843
55. C -1.1155
56. H 0.3479
57. O -0.5787
58. C 0.3912
59. H 0.4485
60. H -0.7032
61. O -0.6463
62. C -0.2548
63. H 0.3470
64. O -0.6192
65. C -0.5690
66. C -0.6898
67. O -0.5449
68. H 0.3938
69. H -0.8910
70. H 0.3490
71. C 0.1854
72. C 1.0014
73. O -0.5833
74. N -1.0136
75. C -0.8551
76. H 0.2980
77. H 0.3444
78. O -0.2871
79. H 0.1681
80. C 0.9741
81. O 0.5273
82. O -0.6301
83. P 0.9303
84. F -0.1538
85. C 0.9256
86. C 0.3207
87. C 0.3469
88. H 0.1926
89. H -0.0986
90. H 0.2338
91. C -0.6500
92. C -0.9063
93. C 1.1393
94. C 0.9277
95. O -0.5692
96. H 0.3593

This record from the Open Molecules 2025 dataset describes a gas-phase ion, C4H12N3 (charge +1). The level of theory is ωB97M-V with the def2-TZVPD basis set.

Atoms and positions in Å:
C (0.986, 0.105, 1.653)
H (-1.136, -2.134, -2.351)
C (-0.395, 0.573, 1.213)
H (-0.698, 1.626, -1.389)
C (-1.303, -1.123, -0.555)
N (1.997, 0.723, 0.702)
N (-1.628, -1.248, -1.943)
N (-0.073, 0.852, -1.263)
C (-0.695, 0.022, -0.198)
H (2.759, 0.150, 0.340)
H (0.082, 0.251, -1.979)
H (0.759, 1.063, -0.665)
H (-2.527, -1.489, -1.844)
H (1.248, 0.293, 2.715)
H (-0.358, 1.696, 1.086)
H (2.449, 1.612, 0.944)
H (-1.098, 0.146, 1.883)
H (-1.376, -2.110, 0.082)
H (1.007, -1.008, 1.570)

Summary:
Gap between HOMO and LUMO: 10.94 eV
SMILES string: N/C=C(\[NH3+])CCN
Energy relative to the best compared isomer or geometry (same formula, charge and spin): 66.5 kcal per mole
Spin multiplicity: 1
Total charge: +1

Charges in e, computed with natural (NBO), in the same order as the atoms:
1. C -0.2149
2. H 0.3828
3. C -0.4539
4. H 0.4404
5. C -0.0208
6. N -0.9074
7. N -0.8554
8. N -0.7213
9. C 0.1170
10. H 0.3983
11. H 0.4429
12. H 0.4712
13. H 0.3786
14. H 0.2237
15. H 0.2189
16. H 0.3987
17. H 0.2571
18. H 0.2317
19. H 0.2123

| no. | energy (eV) | maximum force (eV/A) |
| --- | --- | --- |
| 1 | -54848.015 | 6.302 |
| 2 | -76064.763 | 4.721 |
| 3 | -100134.948 | 3.153 |
| 4 | -8804.850 | 5.446 |